Record 1
Formula: C5H9NOS
Source: the Open Molecules 2025 dataset
Level of theory: ωB97M-V/def2-TZVPD

Each line ends with the Löwdin charge.
Atoms and positions in Å:
C 1.53 -1.31 0.06  -0.142
C 0.86 1.42 -0.08  -0.111
C -2.97 -1.20 -0.71  -0.504
C 2.20 1.04 0.70  -0.135
C 2.58 -0.37 0.18  -0.421
N 0.74 -2.06 -0.29  0.223
O 3.71 -0.72 -0.04  0.129
S -2.68 -0.18 0.76  0.585
H 0.84 2.55 0.14  0.095
H -0.10 1.02 0.20  0.009
H 1.06 1.33 -1.20  0.100
H -3.91 -1.02 -1.07  -0.021
H -2.60 -2.25 -0.70  0.038
H -2.20 -0.84 -1.51  0.052
H 1.80 1.02 1.66  0.080
H 3.07 1.82 0.54  0.159
H -3.94 -0.26 1.36  -0.136

- energy relative to the best compared isomer or geometry (same formula, charge and spin) (eV) = 2.781
- max |F| (eV/Å) = 4.405
- M (g mol⁻¹) = 131.20
- E (eV) = -19701.5223
- structure (SMILES) = CCC(=O)C#N.CS
- spin multiplicity = 1
- HOMO energy (eV) = -9.14

Record 2
Formula: C3H10O2
Source: the Open Molecules 2025 dataset
Level of theory: ωB97M-V/def2-TZVPD

Each line ends with the Löwdin charge.
Atoms and positions in Å:
C 0.22 0.16 0.04  -0.072
C -1.16 0.84 0.35  -0.481
C -2.05 -0.21 1.19  -0.063
O -1.08 1.98 1.18  -0.069
H 1.16 0.88 -0.22  0.125
H 0.48 -0.53 0.91  0.088
H -0.10 -0.46 -0.81  0.062
H -1.66 0.96 -0.56  0.097
H -1.74 -1.11 0.69  0.038
H -1.77 -0.27 2.31  0.106
H -3.13 -0.05 1.00  0.070
H -2.00 2.31 1.26  0.098
H 4.56 -1.41 -1.69  0.028
H 4.09 -1.95 -3.12  0.080
O 4.16 -1.12 -2.53  -0.109

- energy relative to the best compared isomer or geometry (same formula, charge and spin) (eV) = 1.185
- max |F| (eV/Å) = 4.292
- M (g mol⁻¹) = 78.11
- E (eV) = -7366.8913
- structure (SMILES) = CC(C)O.O
- spin multiplicity = 1
- HOMO energy (eV) = -9.75